--- 1 ---
{"formula": "C3H9N3O2", "method": "wB97M-V/def2-TZVPD", "species": ["C", "C", "C", "N", "N", "O", "H", "H", "H", "H", "H", "H", "N", "O", "H", "H", "H"], "xyz": [[1.4032, 0.8680, 0.5192], [-0.5133, -1.0927, 0.8567], [0.4319, 0.3143, -0.4865], [-0.8744, -2.1814, 0.1218], [0.6857, -0.2209, -1.6263], [-0.2453, -1.1445, 2.0477], [-0.8299, -2.1119, -0.8828], [-0.8006, -3.1034, 0.5329], [1.6543, -0.5173, -1.7069], [2.0758, 0.0829, 0.8581], [1.9944, 1.6753, 0.0748], [0.8732, 1.2349, 1.3969], [-0.8566, 1.3201, -0.6562], [-1.7289, 1.2801, 0.4361], [-1.4178, 0.3205, 0.7815], [-1.3160, 0.9911, -1.5125], [-0.5356, 2.2850, -0.7546]], "orbital_gap_ev": 7.88, "multiplicity": 1, "homo_ev": -7.31}

***

--- 2 ---
{"formula": "C3H9N3O2", "method": "wB97M-V/def2-TZVPD", "species": ["C", "C", "N", "O", "H", "H", "H", "H", "H", "N", "N", "C", "O", "H", "H", "H", "H"], "xyz": [[1.0363, 0.6094, 1.5086], [0.0583, -0.4031, 0.9213], [-1.1332, -0.4386, 1.6503], [0.5249, -1.5308, 0.5502], [1.4704, 0.1925, 2.4183], [1.8402, 0.7898, 0.7916], [0.5358, 1.5496, 1.7611], [-1.7769, -1.1754, 1.3964], [-1.5270, 0.4146, 2.0225], [0.1009, -1.1548, -2.4333], [0.4643, -0.0577, -1.8086], [-0.4978, 0.5056, -1.0458], [-0.4655, 1.8690, -0.9911], [-0.4445, -1.8208, -1.8767], [0.8883, -1.6358, -2.8663], [-1.5361, 0.1554, -1.1156], [0.4615, 2.1310, -0.8827]], "orbital_gap_ev": [8.17, 8.17], "multiplicity": 1, "homo_ev": [-8.05, -8.05], "smiles": "CC(N)=O.N/N=C/O"}

***

Most stable one: 2, least stable one: 1.

***

--- 1 ---
{"formula": "C3H9N3O2", "method": "wB97M-V/def2-TZVPD", "species": ["C", "C", "N", "N", "C", "N", "O", "O", "H", "H", "H", "H", "H", "H", "H", "H", "H"], "xyz": [[-1.7821, 1.2047, -0.6622], [0.3411, -2.3881, 0.9911], [-0.4486, 0.7206, -0.3757], [0.4822, -1.1906, 0.1930], [0.6824, 1.6678, -0.4343], [1.8120, 1.0403, -0.0893], [-0.4015, -0.1556, 0.7417], [0.5043, 2.7419, -0.9731], [-0.0374, -1.0211, -0.7955], [2.6129, 1.6535, -0.0701], [1.5954, -0.2001, 0.1157], [-1.6892, 2.0179, -1.3788], [-2.3753, 0.4016, -1.1024], [-2.2618, 1.5885, 0.2401], [-0.6985, -2.6988, 1.1198], [0.8985, -3.1842, 0.5029], [0.7657, -2.1983, 1.9772]], "orbital_gap_ev": 10.08, "multiplicity": 1, "homo_ev": -9.32}

***

--- 2 ---
{"formula": "C3H9N3O2", "method": "wB97M-V/def2-TZVPD", "species": ["H", "N", "C", "C", "H", "H", "H", "H", "N", "O", "C", "N", "O", "H", "H", "H", "H"], "xyz": [[0.5752, 2.3059, 0.1046], [1.3870, 1.7285, 0.3535], [1.0371, 0.5299, 0.5818], [2.0346, -0.5382, 0.9283], [-0.2042, 0.1936, 0.8419], [2.9092, -0.1079, 1.4189], [1.5823, -1.2712, 1.6016], [2.3450, -1.0657, 0.0225], [-2.5389, 0.4999, 0.7492], [-1.4195, -0.3480, 0.4678], [-0.5908, 0.0269, -0.9963], [-0.1446, -1.1251, -1.5476], [-0.9375, 1.0376, -1.5414], [-3.3407, -0.0289, 0.4107], [-2.4318, 1.2978, 0.1141], [-0.2005, -1.1998, -2.5535], [-0.0618, -1.9353, -0.9561]], "orbital_gap_ev": 8.64, "multiplicity": 1, "homo_ev": -8.43, "smiles": "[H]/N=C/C.NOC(N)=O"}

***

Most stable one: 1, least stable one: 2.

***

--- 1 ---
{"formula": "C7H13N4", "method": "wB97M-V/def2-TZVPD", "species": ["C", "C", "C", "C", "C", "C", "C", "N", "N", "N", "N", "H", "H", "H", "H", "H", "H", "H", "H", "H", "H", "H", "H", "H"], "xyz": [[3.1694, 0.7773, -0.5478], [2.4402, 0.6695, -1.6783], [2.5428, 0.4928, 0.6794], [1.0568, 0.2503, -1.6974], [1.2380, 0.2072, 0.6910], [0.4595, 0.0359, -0.4616], [-0.9740, -0.2960, -0.4172], [-1.8263, 1.4592, -0.0966], [-0.5963, -1.5277, 1.6058], [-1.4448, -1.0379, 0.5774], [-2.7918, -1.5209, 0.3239], [4.1936, 1.1988, -0.6606], [2.9552, 0.9223, -2.6420], [3.0331, 0.6162, 1.7007], [0.5118, 0.0526, -2.6042], [0.6164, 0.1170, 1.6069], [-1.4336, -0.1946, -1.3509], [-2.7811, 1.6891, -0.3752], [-1.1827, 1.8728, -0.7245], [-0.0195, -2.2425, 1.4096], [-1.1347, -1.7146, 2.4296], [-1.7306, 1.7760, 0.8468], [-3.4827, -1.1337, 0.8730], [-2.8187, -2.4693, 0.5121]], "orbital_gap_ev": 9.32, "total_charge": 1, "multiplicity": 1, "homo_ev": -12.75}

***

--- 2 ---
{"formula": "C7H13N4", "method": "wB97M-V/def2-TZVPD", "species": ["C", "C", "C", "C", "C", "C", "C", "N", "N", "N", "N", "H", "H", "H", "H", "H", "H", "H", "H", "H", "H", "H", "H", "H"], "xyz": [[1.0619, 0.1960, -1.0198], [-1.3910, -0.0531, 0.8843], [1.1371, -0.5282, -2.1252], [-2.5880, -0.9704, 0.8415], [0.9223, 0.2166, 0.5102], [0.7343, 1.7536, 0.2902], [0.1350, -1.9870, 0.8156], [-0.2403, -0.5963, 0.8648], [1.0187, 1.6500, -1.0383], [0.6437, 2.9089, 0.9435], [1.0707, 2.6098, -1.9757], [1.1644, 0.0949, -3.0600], [1.2484, -1.5900, -2.1201], [-2.5828, -1.6959, 0.1244], [-2.6085, -1.4135, 1.8828], [1.8725, -0.0192, 1.0602], [0.5607, -2.2724, 1.7865], [-0.7543, -2.5982, 0.4813], [0.8390, -2.0447, -0.0757], [0.4412, 3.0786, 2.0088], [0.8047, 3.6687, 0.3802], [0.5262, 2.3675, -2.8684], [1.9187, 3.0439, -2.1143], [-3.4696, -0.2992, 0.5961]], "orbital_gap_ev": 8.13, "total_charge": 1, "multiplicity": 1, "homo_ev": -11.38}

***

Most stable one: 1, least stable one: 2.

***

--- 1 ---
{"formula": "C6H6N2O", "method": "wB97M-V/def2-TZVPD", "species": ["C", "C", "C", "C", "C", "C", "N", "N", "O", "H", "H", "H", "H", "H", "H"], "xyz": [[-2.2331, -0.1569, -0.3765], [1.3592, 1.0667, -0.6951], [2.0443, -0.0392, -0.0499], [0.0068, 1.0816, -0.7756], [1.2936, -1.1154, 0.2706], [-0.7906, -0.0764, -0.3816], [-3.3385, -0.3848, -0.6803], [-0.0637, -1.1417, 0.0013], [-1.6904, 0.0999, 1.6336], [2.0368, 1.9626, -0.8742], [3.0895, 0.0008, 0.0924], [-0.5288, 1.9095, -1.3022], [1.7428, -2.0590, 0.6837], [-0.7199, -1.9600, 0.4476], [-2.2080, 0.8126, 2.0062]], "orbital_gap_ev": [7.54, 7.53], "multiplicity": 1, "homo_ev": [-8.14, -8.14]}

***

--- 2 ---
{"formula": "C6H6N2O", "method": "wB97M-V/def2-TZVPD", "species": ["O", "N", "C", "C", "C", "C", "C", "N", "C", "H", "H", "H", "H", "H", "H"], "xyz": [[0.7815, 2.2453, -1.7018], [1.9534, 1.6409, -1.0525], [1.6391, 0.7976, -0.2410], [0.3851, 0.1292, 0.0119], [0.2168, -0.6816, 1.1106], [-0.9885, -1.4580, 1.4183], [-1.9537, -1.3225, 0.4317], [-1.8270, -0.5922, -0.6112], [-0.7163, -0.0448, -0.9080], [1.2470, 2.8411, -2.1184], [2.6369, 0.4060, 0.4752], [1.2074, -0.6787, 1.9605], [-1.0127, -1.8199, 2.4020], [-2.9318, -1.9681, 0.6014], [-0.6373, 0.5056, -1.7790]], "orbital_gap_ev": 9.80, "multiplicity": 1, "homo_ev": -9.53, "smiles": "O/N=C\\c1cccnc1"}

***

Most stable one: 1, least stable one: 2.

***

--- 1 ---
{"formula": "CHClO3S", "method": "wB97M-V/def2-TZVPD", "species": ["O", "C", "O", "S", "O", "Cl", "H"], "xyz": [[0.8376, 0.9824, -0.0668], [-0.0344, 0.2929, 0.2047], [-0.7654, -0.5798, -0.4200], [-0.3148, -0.9875, -1.9782], [-0.6424, 0.3209, 1.5215], [-0.0216, 1.6246, 2.2922], [0.9411, -1.6534, -1.5534]], "orbital_gap_ev": 10.10, "multiplicity": 1, "homo_ev": -10.35, "smiles": "O=C(OS)OCl"}

***

--- 2 ---
{"formula": "CHClO3S", "method": "wB97M-V/def2-TZVPD", "species": ["C", "O", "O", "O", "S", "Cl", "H"], "xyz": [[-1.8800, -0.6007, -0.3898], [-1.9141, -0.8652, 0.7109], [0.0558, 1.1469, 0.1563], [-1.8603, -0.3548, -1.5342], [1.4873, 0.9286, -0.0598], [2.0129, -1.1361, -0.3119], [2.0983, 0.8814, 1.4285]], "orbital_gap_ev": 9.93, "multiplicity": 1, "homo_ev": -10.63}

***

Most stable one: 2, least stable one: 1.